One molecule with the formula C5H6 at a distorted geometry. Source: OMol25; level of theory: ωB97M-V/def2-TZVPD.

Positions of all 11 atoms, in Å:
C (-1.42340, -0.09128, 0.06043)
C (-2.66927, -0.46510, 0.07060)
C (-0.62727, 1.16549, 0.16097)
C (0.03347, -0.00990, -0.49566)
C (1.15853, -0.83218, 0.13508)
H (-0.96557, 1.90783, -0.54769)
H (-0.24845, 1.33318, 1.19591)
H (0.11927, -0.04501, -1.58457)
H (1.32384, -0.64526, 1.15014)
H (2.03345, -0.35947, -0.21485)
H (1.26539, -1.95831, 0.06964)

## Properties
highest occupied orbital energy = -9.8 eV
Kohn-Sham gap = 9.77 eV
LUMO level = -0.001 Ha
energy = -193.9215 hartree

Results of the Löwdin charge analysis, in e, for atoms 1 through 2: atom 1 (C): -0.37, atom 2 (C): 0.17